# C10H21N8O2PtSe

C10H21N8O2PtSe as an isolated structure in a non-equilibrium geometry (wB97M-V/def2-TZVPD, the OMol25 dataset).

Values from the calculation:
Energy relative to the best compared isomer or geometry (same formula, charge and spin): 248.8 kJ/mol
Total charge: +1
Lowest unoccupied orbital energy: -2.9824 eV
Highest occupied orbital energy: -9.71 eV

Geometry as XYZ:
```
43
Properties=species:S:1:pos:R:3:forces:R:3
Pt -0.2855 -0.1694 -0.1622 -2.7 -0.1 -3.2
N -1.4367 -1.5551 -1.6318 1.1 0.7 0.9
C -2.2102 -0.8611 -2.6772 -0.1 0.3 0.1
C -2.9979 0.2795 -2.0624 0.1 -0.2 0.0
C -2.1253 1.4376 -1.6362 -0.4 0.2 0.1
O -2.6910 2.5007 -1.3841 0.3 -0.1 -0.1
O -0.8445 1.2475 -1.5950 0.3 0.2 0.9
H -0.7899 -2.2291 -2.0292 0.0 -0.1 0.1
H -2.0607 -2.0506 -1.0042 0.1 -0.1 0.1
H -2.8973 -1.5499 -3.1705 0.1 -0.2 0.0
H -1.5115 -0.4814 -3.4190 0.0 0.0 0.0
H -3.5368 -0.0683 -1.1762 -0.1 0.0 0.0
H -3.7429 0.6634 -2.7568 0.0 0.0 0.0
N 3.2706 1.7159 3.5284 0.1 -0.2 0.0
C 4.0231 1.3066 2.2947 0.0 0.0 -0.5
C 2.9911 0.8918 1.2455 -0.1 -0.2 0.3
N 2.1022 -0.1525 1.7145 0.4 0.3 0.3
C 1.4696 0.1488 2.9870 0.3 -0.2 -0.2
C 2.4649 0.5656 4.0680 -0.4 -0.3 0.0
H 2.6173 2.4559 3.2613 0.0 0.1 0.1
H 3.9002 2.0836 4.2372 0.0 0.1 0.1
H 4.6754 0.4749 2.5543 0.0 0.0 0.2
H 4.6323 2.1397 1.9474 0.0 0.1 0.2
H 3.5058 0.5487 0.3498 0.0 0.1 0.0
H 2.3854 1.7652 0.9724 0.0 0.0 0.0
H 2.5473 -1.0622 1.7252 -0.1 -0.1 -0.1
H 0.9141 -0.7272 3.3198 0.0 0.0 0.0
H 0.7486 0.9523 2.8294 -0.1 0.0 0.1
H 3.1489 -0.2452 4.3134 0.2 0.1 0.0
H 1.9485 0.8840 4.9722 0.1 0.1 0.0
Se 1.5457 -4.5503 0.4819 0.3 -0.5 0.0
C 0.7936 -2.9730 0.4737 -0.2 0.3 0.3
N 0.2896 -1.9214 0.5178 0.0 0.4 0.8
N -1.8132 4.8305 -0.4428 0.0 0.0 -0.1
C -0.8856 5.0232 0.4733 0.0 -0.4 -0.1
N -0.5954 6.2690 0.8808 0.0 0.0 0.0
N -0.1698 4.0441 1.0332 0.2 0.1 0.2
C -0.3524 2.7747 0.9160 0.1 0.1 0.4
N -0.3539 1.6141 1.0550 0.4 -0.6 -0.4
H -2.3203 5.6120 -0.8223 0.0 0.0 0.0
H -2.0333 3.8842 -0.8208 0.0 0.0 0.1
H -1.1277 7.0542 0.5543 0.0 0.0 0.0
H 0.0503 6.3980 1.6378 0.0 0.0 0.0
```
Forces are in eV/Å.